Record 1
Molecular formula: C45H48BrIrN5O6P4Se2Te
Method: DFT, ωB97M-V with the def2-TZVPD basis set

Computed properties:
* 2S+1: 1
* LUMO energy (spin up / spin down): -3.2 / -3.2 eV
* net charge: +1
* gap between HOMO and LUMO (spin up / spin down): 6.33 / 6.33 eV
* HOMO level (spin up / spin down): -0.3519 / -0.3519 Eh
* relative energy (zero: lowest compared OMol25 entry of this formula, charge and spin): 0.0000 eV

CARTESIAN COORDINATES (ANGSTROEM)
1 Ir 0.601 0.383 0.563
2 Br -2.391 7.165 0.830
3 C -1.923 5.346 1.060
4 C -0.762 4.857 0.485
5 C -0.416 3.529 0.638
6 C -1.237 2.639 1.344
7 C -2.394 3.165 1.937
8 C -2.729 4.506 1.799
9 N -0.966 1.281 1.426
10 C -1.997 0.455 1.861
11 C -1.628 -0.964 1.844
12 C -2.355 -1.982 2.439
13 C -1.904 -3.280 2.308
14 C -0.755 -3.534 1.570
15 C -0.078 -2.471 1.017
16 N -0.500 -1.216 1.175
17 H -0.125 5.509 -0.096
18 H 0.489 3.184 0.176
19 H -3.055 2.555 2.540
20 H -3.628 4.882 2.268
21 H -2.469 0.761 2.791
22 H -3.268 -1.747 2.970
23 H -2.450 -4.094 2.766
24 H -0.391 -4.539 1.421
25 H 0.826 -2.599 0.435
26 Se 3.882 3.754 -4.729
27 P 3.708 4.287 -2.706
28 C 5.303 4.737 -1.992
29 C 6.246 3.729 -1.798
30 C 7.518 4.046 -1.360
31 C 7.861 5.373 -1.124
32 C 6.931 6.378 -1.334
33 C 5.651 6.063 -1.770
34 C 2.582 5.668 -2.379
35 C 2.507 6.208 -1.093
36 C 1.690 7.300 -0.853
37 C 0.928 7.839 -1.885
38 C 0.991 7.291 -3.156
39 C 1.826 6.209 -3.409
40 C 3.090 3.012 -1.554
41 C 2.064 2.081 -1.579
42 N 2.004 1.577 -0.311
43 N 2.949 2.156 0.428
44 N 3.600 3.011 -0.290
45 P 0.917 1.348 -2.747
46 Se -0.660 0.378 -1.574
47 C 0.212 2.619 -3.791
48 C 0.573 2.752 -5.126
49 C -0.004 3.759 -5.887
50 C -0.927 4.621 -5.314
51 C -1.285 4.486 -3.977
52 C -0.723 3.481 -3.212
53 C 1.790 0.092 -3.701
54 C 3.085 0.336 -4.155
55 C 3.748 -0.627 -4.899
56 C 3.124 -1.832 -5.189
57 C 1.838 -2.079 -4.729
58 C 1.168 -1.124 -3.982
59 H 5.985 2.696 -1.996
60 H 8.248 3.262 -1.208
61 H 8.858 5.621 -0.785
62 H 7.200 7.412 -1.165
63 H 4.935 6.856 -1.943
64 H 3.094 5.780 -0.288
65 H 1.633 7.725 0.141
66 H 0.284 8.687 -1.691
67 H 0.397 7.710 -3.958
68 H 1.899 5.782 -4.402
69 H 1.296 2.081 -5.569
70 H 0.272 3.869 -6.927
71 H -1.374 5.403 -5.914
72 H -2.005 5.160 -3.532
73 H -1.012 3.358 -2.173
74 H 3.578 1.275 -3.938
75 H 4.751 -0.429 -5.251
76 H 3.643 -2.583 -5.770
77 H 1.352 -3.020 -4.950
78 H 0.169 -1.327 -3.618
79 C 3.260 2.383 3.317
80 O 2.315 1.311 3.525
81 P 1.666 0.218 2.595
82 O 2.789 -0.879 2.331
83 C 3.613 -1.417 3.382
84 O 0.619 -0.390 3.615
85 C 0.715 -0.445 5.050
86 H 3.534 2.713 4.315
87 H 2.786 3.184 2.762
88 H 4.130 2.028 2.774
89 H 4.501 -1.825 2.909
90 H 3.074 -2.210 3.898
91 H 3.901 -0.639 4.088
92 H -0.247 -0.132 5.447
93 H 1.495 0.217 5.416
94 H 0.918 -1.473 5.343
95 C -5.812 -3.946 -1.560
96 C -4.674 -3.724 -0.590
97 O -4.649 -2.350 -0.119
98 P -3.675 -1.308 -0.834
99 O -2.300 -1.794 -1.037
100 Te -3.919 0.687 0.542
101 O -4.350 -0.964 -2.230
102 C -5.674 -0.396 -2.326
103 C -6.051 -0.342 -3.785
104 H -5.888 -5.008 -1.797
105 H -5.649 -3.402 -2.490
106 H -6.757 -3.628 -1.120
107 H -3.707 -3.962 -1.037
108 H -4.799 -4.329 0.307
109 H -5.655 0.607 -1.890
110 H -6.369 -1.013 -1.753
111 H -5.336 0.264 -4.341
112 H -7.041 0.100 -3.894
113 H -6.069 -1.342 -4.217

Here are the Löwdin charges for atoms 1 to 5, given in e: Ir 1.0318; Br 0.7396; C -0.6916; C -0.1127; C -0.0328



Record 2
Molecular formula: C45H50AsDyN7P2S4
Method: DFT, ωB97M-V with the def2-TZVPD basis set

Computed properties:
* 2S+1: 6
* LUMO energy (spin up / spin down): -3.3 / -2.6 eV
* net charge: +1
* gap between HOMO and LUMO (spin up / spin down): 5.96 / 6.62 eV
* <S²>: 9.271
* HOMO level (spin up / spin down): -0.3386 / -0.3396 Eh

CARTESIAN COORDINATES (ANGSTROEM)
1 Dy -1.903 0.319 -0.234
2 C 8.065 -0.847 0.634
3 S 6.271 -1.029 0.996
4 C 5.648 -0.318 -0.526
5 C 4.250 0.081 -0.527
6 C 3.218 -1.038 -0.426
7 N 1.877 -0.530 -0.228
8 P 1.065 0.482 -1.356
9 C 1.692 -0.196 -3.046
10 C 2.714 0.457 -3.793
11 C 3.264 -0.235 -4.870
12 C 2.833 -1.540 -5.222
13 C 1.810 -2.138 -4.453
14 C 1.260 -1.432 -3.415
15 C 1.641 2.201 -1.288
16 C 1.981 2.698 -0.011
17 C 2.331 4.018 0.105
18 C 2.328 4.875 -0.974
19 C 2.038 4.406 -2.237
20 C 1.611 3.072 -2.377
21 P 0.924 -0.934 1.130
22 C 1.825 -0.413 2.606
23 C 3.086 -0.934 2.971
24 C 3.744 -0.326 4.074
25 C 3.195 0.761 4.682
26 C 1.836 1.095 4.422
27 C 1.160 0.573 3.361
28 C 0.922 -2.744 1.241
29 C 0.428 -3.515 0.179
30 C 0.540 -4.924 0.165
31 C 1.038 -5.536 1.295
32 C 1.397 -4.800 2.455
33 C 1.296 -3.416 2.412
34 H 8.604 -1.635 1.199
35 H 8.346 0.170 0.971
36 H 8.269 -0.890 -0.409
37 H 5.870 -0.972 -1.386
38 H 6.209 0.595 -0.742
39 H 3.970 0.540 -1.449
40 H 4.010 0.900 0.195
41 H 3.541 -1.710 0.370
42 H 3.234 -1.692 -1.363
43 H 3.091 1.452 -3.651
44 H 4.026 0.239 -5.466
45 H 3.341 -2.081 -5.996
46 H 1.510 -3.135 -4.688
47 H 0.480 -1.817 -2.831
48 H 2.137 2.118 0.864
49 H 2.589 4.303 1.156
50 H 2.603 5.863 -0.788
51 H 2.150 4.926 -3.202
52 H 1.288 2.685 -3.345
53 H 3.551 -1.677 2.327
54 H 4.681 -0.703 4.362
55 H 3.611 1.240 5.554
56 H 1.361 1.972 4.998
57 H 0.156 0.818 3.130
58 H 0.061 -3.096 -0.805
59 H 0.273 -5.429 -0.778
60 H 1.096 -6.599 1.405
61 H 1.623 -5.313 3.366
62 H 1.464 -2.798 3.259
63 S -1.462 1.982 1.725
64 C -3.096 2.379 2.324
65 C -3.162 3.039 3.561
66 C -4.329 3.036 4.309
67 C -5.471 2.364 3.804
68 C -5.434 1.864 2.537
69 C -4.252 1.853 1.760
70 S -4.412 1.295 0.078
71 H -2.281 3.614 3.875
72 H -4.427 3.608 5.201
73 H -6.384 2.377 4.340
74 H -6.392 1.498 2.126
75 N -1.985 -1.056 3.188
76 C -2.333 -2.102 2.401
77 N -2.505 -3.289 2.945
78 C -2.818 -4.281 2.107
79 N -3.005 -5.507 2.593
80 N -3.044 -4.159 0.784
81 C -2.951 -2.935 0.351
82 N -2.471 -1.919 1.065
83 C -3.259 -2.697 -1.102
84 C -3.818 -3.678 -1.899
85 C -3.982 -3.372 -3.295
86 C -3.589 -2.157 -3.752
87 C -3.158 -1.181 -2.856
88 N -3.040 -1.446 -1.528
89 H -1.848 -1.142 4.195
90 H -2.005 -0.143 2.804
91 H -2.629 -5.765 3.462
92 H -3.031 -6.292 1.925
93 H -4.063 -4.645 -1.508
94 H -4.578 -3.993 -3.992
95 H -3.682 -1.947 -4.825
96 H -2.950 -0.137 -3.095
97 C -2.921 4.648 -0.466
98 As -3.346 3.688 -2.095
99 C -5.243 3.395 -2.220
100 C -3.074 4.856 -3.590
101 S -1.936 2.132 -2.337
102 H -3.367 5.659 -0.483
103 H -1.823 4.711 -0.471
104 H -3.250 4.046 0.397
105 H -5.642 3.054 -1.269
106 H -5.477 2.760 -3.114
107 H -5.602 4.403 -2.410
108 H -3.804 5.688 -3.613
109 H -3.058 4.198 -4.445
110 H -2.140 5.237 -3.494

Here are the Löwdin charges for atoms 1 to 5, given in e: Dy 0.7670; C -0.3811; S 0.8059; C -0.5455; C -0.2882



Question: What is the formula in the first record?
Answer: C45H48BrIrN5O6P4Se2Te



Question: What is the 2S+1 in the first record?
Answer: 1